[1]
Formula: C35H42GeN2O5PW
Source: OMol25
Level of theory: ωB97M-V/def2-TZVPD

Last column: Mulliken charge in e.
Element x y z (Å)
W1 0.16691 0.46921 -0.46975  0.285
C1 -0.06880 -3.11011 -2.71114  -1.714
C2 0.28254 -2.33678 -1.48943  0.507
O1 0.14731 -1.00942 -1.54013  -0.107
C3 0.74542 -2.90990 -0.34133  -1.418
C4 1.15070 -2.20512 0.81117  1.317
C5 1.77725 -2.90017 1.96469  -1.453
N1 0.99169 -0.87998 0.87079  0.906
N2 1.55265 -0.27026 1.96606  -0.990
C6 1.25846 0.99017 2.03779  0.540
O2 0.47908 1.49540 1.06381  0.353
C7 1.83073 1.82239 3.07684  0.140
C8 2.94971 1.37054 3.78887  -0.479
C9 3.51458 2.17649 4.75633  -0.814
C10 2.96930 3.42607 5.03129  -0.488
C11 1.85991 3.87730 4.32691  -1.088
C12 1.29348 3.08427 3.34743  -0.024
H1 -0.58849 -2.48089 -3.43012  0.301
H2 -0.70550 -3.95394 -2.44868  0.442
H3 0.83090 -3.51557 -3.17840  0.392
H4 0.85911 -3.98454 -0.34560  0.547
H5 1.89215 -3.96076 1.75829  0.503
H6 1.16990 -2.76131 2.86079  0.288
H7 2.74928 -2.45951 2.18635  0.296
H8 3.35642 0.39669 3.55720  0.466
H9 4.38032 1.82911 5.30382  0.450
H10 3.40610 4.04606 5.80247  0.440
H11 1.44041 4.84741 4.55644  0.460
H12 0.42350 3.41758 2.79366  0.543
C13 -2.98669 -0.33147 -2.19422  -1.312
Ge1 -2.01614 1.19743 -1.34778  1.879
C14 -2.38338 0.98598 0.61568  -0.223
C15 -1.98165 -0.24257 1.18981  0.262
C16 -1.93479 -0.39496 2.57474  -0.703
C17 -2.27287 0.66911 3.39267  -0.650
C18 -2.67554 1.88322 2.83605  -0.780
C19 -2.69589 2.04943 1.46185  -0.317
C20 -2.97011 2.79794 -2.02011  0.822
C21 -2.22015 3.66909 -2.78603  -0.585
C22 -2.80659 4.74612 -3.46784  -1.112
C23 -4.15509 4.95636 -3.37009  -0.801
C24 -4.95856 4.10693 -2.57535  0.618
C25 -6.34894 4.33019 -2.45271  -0.789
C26 -7.13259 3.50413 -1.69352  -0.638
C27 -6.55286 2.41800 -1.01591  -1.102
C28 -5.20670 2.18341 -1.10302  -0.183
C29 -4.36778 3.00992 -1.88685  0.628
H13 -4.02363 -0.06238 -2.38124  0.448
H14 -2.95345 -1.21981 -1.56114  0.384
H15 -2.52820 -0.56937 -3.15610  0.335
H16 -1.87509 -1.12693 0.56330  0.401
H17 -1.65212 -1.34325 3.01500  0.494
H18 -2.25291 0.54158 4.46694  0.470
H19 -2.97008 2.70025 3.48217  0.487
H20 -2.98891 2.99901 1.02727  0.473
H21 -1.15119 3.50476 -2.88311  0.222
H22 -2.19718 5.39646 -4.08157  0.448
H23 -4.62501 5.77220 -3.90432  0.425
H24 -6.78901 5.16780 -2.97924  0.413
H25 -8.19581 3.68379 -1.61247  0.411
H26 -7.17858 1.76533 -0.42125  0.447
H27 -4.76012 1.36436 -0.55239  0.414
C30 3.74045 1.17869 -4.80010  -1.064
C31 3.28244 2.46223 -4.14152  -0.267
O3 3.06993 2.28990 -2.70927  -0.339
P1 1.90676 1.37020 -2.09983  0.070
O4 2.73083 0.75795 -0.80133  0.152
C32 4.18457 0.70847 -0.62660  -0.318
C33 4.74895 -0.56618 -1.21273  -1.245
O5 0.95626 2.53306 -1.33837  -0.497
C34 1.35750 3.90797 -1.01445  -0.526
C35 2.47603 3.98222 0.00289  -0.957
H28 3.94614 1.35790 -5.85430  0.441
H29 2.96293 0.41185 -4.72868  0.316
H30 4.65168 0.80527 -4.33261  0.255
H31 2.36525 2.83125 -4.60449  0.297
H32 4.04476 3.23430 -4.21742  0.385
H33 4.33322 0.75717 0.45043  0.272
H34 4.61450 1.58888 -1.09401  0.438
H35 4.44223 -1.43771 -0.63507  0.269
H36 5.83731 -0.51164 -1.20842  0.429
H37 4.41798 -0.69108 -2.24551  0.281
H38 0.44517 4.37140 -0.64433  0.506
H39 1.64388 4.38118 -1.95111  0.380
H40 2.23177 3.39644 0.88442  0.142
H41 2.61598 5.01748 0.31239  0.547
H42 3.41161 3.61875 -0.41889  0.146

The HOMO energy (alpha / beta) comes out at -12.4 / -12.4 eV. The spin multiplicity is 2. The calculated total energy is -117809.711 eV. Its charge is +2. For the HOMO-LUMO gap (alpha / beta), the calculation gives 4.45 / 4.69 eV. For the energy above the lowest of the compared OMol25 structures with the same formula, charge and spin, the calculation gives 73.3 kcal per mole. As for the expectation value of S²: 0.763. As for the LUMO energy (alpha / beta): -7.92 / -7.68 eV.

=====

[2]
Formula: C35H42GeNOPdSbSi
Source: OMol25
Level of theory: ωB97M-V/def2-TZVPD

Last column: Mulliken charge in e.
Element x y z (Å)
Pd1 0.53124 -0.65966 -0.40310  0.243
C1 4.78858 -0.99882 -1.76832  -1.078
Si1 3.74855 -1.04604 -0.24934  -0.007
C2 2.95576 -2.69314 -0.15674  -0.594
C3 4.70162 -0.77291 1.30504  -1.023
N1 2.44591 0.22096 -0.37048  0.407
C4 2.66652 1.53811 -0.35465  0.266
C5 3.99125 2.10574 -0.34111  -0.423
C6 4.21242 3.45021 -0.32781  -1.264
C7 3.11719 4.33314 -0.33450  -0.711
C8 1.81794 3.85570 -0.36051  -0.699
C9 1.58445 2.49054 -0.37441  0.745
O1 0.34314 1.97512 -0.37550  0.603
C10 -0.73727 2.78856 -0.75235  -0.645
C11 -1.60947 3.22297 0.22036  -0.021
C12 -2.72226 3.96093 -0.17641  -0.729
C13 -2.92885 4.25328 -1.51696  -0.635
C14 -2.01988 3.81322 -2.47269  -0.903
C15 -0.91131 3.07134 -2.09138  0.119
H1 5.52395 -1.80992 -1.73094  0.359
H2 5.33721 -0.06317 -1.89311  0.354
H3 4.17462 -1.14685 -2.66282  0.269
H4 3.73816 -3.45072 -0.02763  0.566
H5 2.40400 -2.94614 -1.06365  0.014
H6 2.28205 -2.78321 0.69743  0.030
H7 5.22149 -1.69704 1.57760  0.396
H8 4.03569 -0.50525 2.13016  0.309
H9 5.45403 0.01378 1.21812  0.417
H10 4.83228 1.43334 -0.34138  0.263
H11 5.22332 3.83507 -0.31328  0.443
H12 3.28523 5.40294 -0.31390  0.424
H13 0.98273 4.54243 -0.36324  0.602
H14 -1.42477 2.99122 1.26284  0.544
H15 -3.42600 4.30536 0.57066  0.479
H16 -3.79461 4.82761 -1.81865  0.453
H17 -2.17643 4.04460 -3.51827  0.442
H18 -0.19084 2.71922 -2.81943  0.742
C16 0.91927 -1.86457 -4.43006  -1.336
Sb1 -0.28963 -1.24583 -2.80889  0.698
C17 -1.59997 -2.91620 -2.74292  -1.295
C18 -1.53895 0.10590 -3.85496  -1.340
H19 0.27893 -2.18212 -5.25453  0.384
H20 1.55607 -2.69350 -4.12211  0.413
H21 1.54327 -1.03157 -4.75430  0.388
H22 -2.27772 -2.88987 -3.59796  0.486
H23 -2.17447 -2.90831 -1.81723  0.253
H24 -1.00830 -3.83144 -2.78397  0.442
H25 -2.09407 -0.44134 -4.61921  0.536
H26 -0.92329 0.86636 -4.33411  0.394
H27 -2.22839 0.59019 -3.16529  0.311
C19 1.56731 -0.22672 3.18236  -1.522
Ge1 0.13848 -0.62654 1.95656  1.370
C20 -0.35913 -2.49344 2.09556  0.362
C21 -0.69918 -2.94647 3.37328  -0.697
C22 -1.05683 -4.27268 3.58474  -0.790
C23 -1.07495 -5.16866 2.52339  -0.597
C24 -0.73993 -4.73822 1.24713  -1.030
C25 -0.38544 -3.41087 1.03560  0.673
C26 -1.40160 0.45178 2.28806  1.267
C27 -1.41745 1.31471 3.34909  -0.943
C28 -2.60150 2.03615 3.67093  -0.939
C29 -3.72509 1.87065 2.92228  -0.834
C30 -3.74294 0.98569 1.80763  0.902
C31 -4.90148 0.82190 0.99872  -0.899
C32 -4.88665 -0.00126 -0.08623  -0.965
C33 -3.70565 -0.71373 -0.42053  -0.834
C34 -2.59251 -0.57087 0.34680  1.927
C35 -2.56824 0.28098 1.48371  -0.691
H28 1.21242 -0.43683 4.19389  0.605
H29 1.89448 0.81213 3.12536  0.439
H30 2.41162 -0.88168 2.97145  0.317
H31 -0.70645 -2.26395 4.21787  0.340
H32 -1.32240 -4.60687 4.57953  0.422
H33 -1.35118 -6.20164 2.69301  0.393
H34 -0.75672 -5.43532 0.41764  0.455
H35 -0.12616 -3.10335 0.02782  0.433
H36 -0.53437 1.46240 3.96125  0.384
H37 -2.60237 2.71591 4.51329  0.435
H38 -4.62870 2.41821 3.16557  0.455
H39 -5.80129 1.36850 1.25784  0.440
H40 -5.77599 -0.12342 -0.69102  0.436
H41 -3.69946 -1.37336 -1.27988  0.360
H42 -1.68104 -1.12334 0.08320  -1.762

The HOMO energy (alpha / beta) comes out at -10.4 / -10.6 eV. The spin multiplicity is 2. The calculated total energy is -114919.935 eV. Its charge is +1. For the HOMO-LUMO gap (alpha / beta), the calculation gives 6.79 / 6.18 eV. For the energy above the lowest of the compared OMol25 structures with the same formula, charge and spin, the calculation gives 12.8 kcal per mole. As for the expectation value of S²: 0.809. As for the LUMO energy (alpha / beta): -3.62 / -4.38 eV.